{"formula": "C5H36N2O11S", "method": "ωB97M-V/def2-TZVPD", "species": ["C", "C", "C", "C", "S", "N", "C", "N", "H", "H", "H", "H", "H", "H", "H", "H", "H", "H", "H", "H", "H", "H", "H", "H", "O", "H", "H", "O", "H", "H", "O", "H", "H", "O", "H", "H", "O", "H", "H", "O", "H", "H", "O", "H", "H", "O", "H", "H", "O", "H", "H", "O", "H", "H", "O"], "coordinates": [[-2.625, 0.127, -1.578], [-1.233, 0.709, -1.357], [-0.809, 0.515, 0.136], [0.746, 0.486, 0.421], [1.770, 1.834, -0.356], [-1.213, 2.157, -1.791], [-2.361, 2.959, -1.369], [-2.967, 3.534, -2.625], [-2.650, -0.847, -2.019], [-3.292, 0.642, -2.217], [-3.255, -0.016, -0.675], [-0.450, 0.249, -2.000], [-1.167, 1.315, 0.810], [-1.178, -0.458, 0.403], [1.084, -0.476, 0.003], [0.792, 0.495, 1.483], [2.469, 2.076, 0.746], [-0.347, 2.568, -1.491], [-3.207, 2.293, -0.968], [-1.992, 3.858, -0.800], [-2.103, 3.819, -3.132], [-3.228, 2.851, -3.310], [1.172, -4.379, 3.153], [1.581, -3.832, 1.859], [0.852, -3.746, 2.495], [2.349, -0.274, -2.070], [3.254, -0.177, -3.373], [2.778, -0.766, -2.773], [2.834, -2.269, 2.578], [3.829, -1.914, 1.427], [3.400, -1.584, 2.217], [0.572, 2.418, -3.902], [-0.898, 1.998, -3.787], [-0.154, 2.081, -4.437], [2.587, -2.613, -1.012], [1.375, -2.971, -0.043], [2.327, -2.958, -0.151], [-1.084, -2.456, -2.992], [0.581, -2.450, -3.073], [-0.233, -2.296, -2.591], [-2.103, 3.646, 3.180], [-2.083, 2.996, 1.803], [-2.481, 2.918, 2.679], [-1.151, -2.625, 3.865], [-1.092, -1.510, 2.881], [-1.019, -2.478, 2.925], [-0.823, -3.942, 0.714], [-1.559, -4.868, 1.808], [-1.570, -4.488, 0.934], [3.327, 1.185, 3.169], [2.588, 0.576, 1.962], [2.558, 1.308, 2.608], [-1.860, 0.075, 3.533], [-0.733, 1.018, 3.678], [-0.988, 0.257, 3.146]], "forces_ev_per_a": [[-0.6, -0.9, 0.9], [0.6, 1.2, 0.3], [1.5, 1.2, -0.9], [-1.5, -0.7, -2.0], [-0.8, -0.6, 0.0], [-0.6, -1.4, 0.9], [-1.1, -0.3, -1.9], [1.8, 1.4, 0.2], [0.6, -0.9, -0.2], [-0.3, 1.2, -1.0], [0.8, 0.3, 0.0], [-0.7, -0.2, 0.3], [-0.6, -0.6, -0.5], [-0.2, -0.3, 0.7], [0.3, 0.3, 0.4], [0.5, 0.0, 0.6], [0.2, 0.3, 0.2], [0.3, 0.2, 0.2], [1.6, 1.4, 0.4], [-0.9, -1.1, 0.0], [-0.8, 0.6, 0.5], [-0.7, -1.2, 0.3], [-0.4, 0.0, 0.2], [-0.1, 0.0, -0.2], [2.1, -1.0, -0.3], [0.2, 0.7, -0.1], [-0.3, 0.1, 0.5], [0.1, -0.9, -0.2], [-0.1, -0.1, -0.2], [-0.3, -0.4, -0.1], [0.3, 0.8, 0.5], [-0.1, 0.0, 0.0], [1.0, 0.2, -0.3], [-0.7, -0.1, 0.1], [-0.5, 0.0, -0.1], [-0.2, 0.3, -0.7], [0.6, -0.3, 0.5], [0.5, -0.3, -0.9], [-0.6, -0.1, -0.8], [0.3, 0.5, 1.8], [0.0, 0.1, 0.0], [-0.1, 0.0, 0.1], [0.1, 0.0, 0.0], [0.1, -0.3, 0.1], [0.4, -0.4, -0.2], [-1.4, 1.2, 0.4], [0.4, 0.0, 0.9], [0.8, 0.6, 0.2], [-1.4, -0.7, -1.4], [0.1, -0.2, 0.0], [0.3, 0.0, 0.8], [0.0, -0.1, -0.2], [0.0, 0.1, -0.4], [0.4, 0.2, -0.2], [-0.7, 0.2, 0.7]], "homo_lumo_gap_ev": 8.87, "fmax_ev_per_a": 2.61, "spin_multiplicity": 1, "e_lumo_ev": 0.1, "de_lowest_kj_mol": 353.9, "total_energy_ev": -42105.19054, "smiles": "C[C@H](CCS)NCN.O.O.O.O.O.O.O.O.O.O.O"}

{"formula": "C4H5IO", "method": "ωB97M-V/def2-TZVPD", "species": ["C", "C", "C", "C", "O", "I", "H", "H", "H", "H", "H"], "coordinates": [[-1.183, 1.352, 0.303], [0.774, -1.398, 0.326], [0.792, -0.820, -0.848], [0.120, 1.273, 0.048], [0.664, 0.533, -1.019], [-2.561, -0.120, -0.386], [-1.538, 1.983, 1.083], [0.487, -0.888, 1.236], [0.816, -1.503, -1.825], [0.929, -2.413, 0.381], [0.699, 2.001, 0.701]], "forces_ev_per_a": [[0.3, -1.8, -0.5], [-0.4, 1.1, 0.6], [-0.1, -1.3, -1.8], [-0.4, 0.9, -0.1], [-0.4, 0.8, 0.6], [0.3, 0.9, 0.1], [-0.3, 0.3, 0.4], [0.4, 0.2, 0.0], [0.3, 2.2, 2.0], [0.2, -2.2, 0.1], [0.2, -1.2, -1.5]], "homo_lumo_gap_ev": 9.53, "fmax_ev_per_a": 3.03, "spin_multiplicity": 1, "e_lumo_ev": 0.4, "de_lowest_kj_mol": 183.1, "total_energy_ev": -14374.51676, "smiles": "C=CO/C=C\\I"}

{"formula": "C2H6N", "method": "ωB97M-V/def2-TZVPD", "species": ["C", "C", "N", "H", "H", "H", "H", "H", "H"], "coordinates": [[0.461, -1.274, -0.017], [-0.824, 1.073, -0.015], [0.300, 0.315, 0.036], [-0.350, -1.635, -0.609], [0.300, -1.544, 1.009], [1.534, -1.358, -0.206], [-1.817, 0.509, 0.041], [-0.757, 2.146, -0.001], [1.184, 0.676, -0.267]], "forces_ev_per_a": [[-0.5, 4.5, 1.6], [-2.3, -1.5, -0.1], [1.9, -2.8, -0.2], [0.2, -0.8, -1.0], [-0.1, -0.6, 0.5], [-0.6, -0.7, -0.7], [1.6, 1.2, 0.0], [0.0, 0.0, 0.0], [-0.2, 0.7, 0.0]], "homo_lumo_gap_ev": [6.89, 11.32], "fmax_ev_per_a": 4.82, "spin_multiplicity": 2, "s2": 0.75, "e_lumo_ev": [1.2, 1.1], "de_lowest_kj_mol": 0.0, "total_energy_ev": -3658.67984}

{"formula": "C6H10OS", "method": "ωB97M-V/def2-TZVPD", "species": ["C", "C", "C", "C", "C", "C", "O", "S", "H", "H", "H", "H", "H", "H", "H", "H", "H", "H"], "coordinates": [[-0.629, -1.680, -0.216], [-1.311, -0.342, -0.247], [0.694, -0.895, -0.061], [-0.181, 0.341, -0.041], [0.980, 1.962, 1.446], [0.185, 1.762, 0.155], [-0.671, -2.528, -1.387], [-0.487, -1.694, -3.075], [-0.884, -2.330, 0.628], [-2.340, -0.081, -0.384], [1.267, -1.118, 0.837], [1.326, -0.978, -0.942], [1.252, 3.008, 1.563], [1.892, 1.371, 1.427], [0.388, 1.662, 2.308], [0.797, 2.077, -0.694], [-0.723, 2.369, 0.172], [-1.555, -2.908, -1.491]], "forces_ev_per_a": [[0.0, 0.6, 0.9], [0.2, -0.1, -0.2], [0.2, -0.2, -0.1], [-0.2, -0.3, -0.1], [-0.1, 0.1, -0.1], [-0.1, 0.0, 0.2], [-0.1, -0.1, -0.8], [0.0, -0.1, 0.2], [0.1, 0.0, -0.2], [-0.3, 0.2, 0.0], [0.1, 0.0, 0.1], [0.1, 0.0, -0.1], [0.1, 0.1, 0.1], [0.1, 0.0, 0.1], [0.0, 0.0, 0.1], [-0.1, 0.0, -0.1], [0.1, 0.0, -0.1], [0.1, 0.0, 0.1]], "homo_lumo_gap_ev": 8.21, "fmax_ev_per_a": 1.04, "spin_multiplicity": 1, "e_lumo_ev": 0.3, "de_lowest_kj_mol": 369.1, "total_energy_ev": -19263.20466}

{"formula": "C24H30N4O5S2", "method": "ωB97M-V/def2-TZVPD", "species": ["C", "H", "H", "H", "C", "N", "S", "O", "O", "C", "C", "C", "N", "C", "N", "C", "C", "C", "H", "H", "C", "C", "C", "C", "C", "C", "O", "C", "H", "H", "H", "H", "H", "H", "H", "S", "C", "H", "C", "O", "N", "C", "H", "H", "C", "O", "C", "H", "C", "H", "H", "H", "H", "H", "H", "H", "C", "C", "H", "H", "H", "H", "H", "H", "H"], "coordinates": [[3.103, 3.285, -1.846], [4.153, 3.045, -1.993], [2.573, 2.373, -1.586], [3.016, 3.990, -1.023], [2.518, 3.895, -3.118], [2.627, 2.977, -4.232], [1.167, 2.363, -4.769], [0.148, 3.377, -4.804], [1.426, 1.620, -5.968], [0.802, 1.225, -3.438], [-0.180, 1.533, -2.524], [-0.382, 0.624, -1.493], [-1.276, 0.643, -0.457], [-1.061, -0.456, 0.208], [-0.053, -1.233, -0.309], [0.405, -0.554, -1.416], [1.378, -0.852, -2.357], [1.568, 0.065, -3.372], [2.301, -0.098, -4.144], [1.953, -1.764, -2.303], [0.467, -2.430, 0.214], [1.829, -2.551, 0.436], [2.350, -3.723, 0.955], [1.501, -4.770, 1.263], [0.137, -4.661, 1.046], [-0.398, -3.497, 0.510], [-1.710, -3.295, 0.224], [-2.643, -4.285, 0.584], [-2.465, -5.218, 0.040], [-3.615, -3.885, 0.303], [-2.626, -4.475, 1.661], [-0.504, -5.493, 1.289], [1.897, -5.685, 1.675], [3.411, -3.811, 1.126], [2.473, -1.714, 0.210], [-1.920, -0.906, 1.642], [-2.677, 0.707, 2.067], [-2.220, 1.439, 1.402], [-2.361, 1.068, 3.508], [-1.590, 1.968, 3.772], [-2.996, 0.360, 4.470], [-3.811, -0.822, 4.302], [-4.028, -1.018, 3.255], [-4.751, -0.671, 4.845], [-3.072, -2.026, 4.905], [-2.758, -1.806, 6.259], [-1.956, -0.655, 6.416], [-1.775, -0.554, 7.487], [-2.659, 0.588, 5.863], [-2.007, 1.460, 5.918], [-3.581, 0.773, 6.424], [-0.997, -0.792, 5.894], [-3.703, -2.916, 4.879], [-2.155, -2.209, 4.323], [-3.748, 0.651, 1.878], [-0.765, 2.432, -2.624], [3.628, 3.231, -5.247], [3.279, 4.404, -6.160], [3.202, 5.331, -5.597], [2.323, 4.208, -6.639], [4.043, 4.522, -6.925], [3.691, 2.319, -5.842], [4.585, 3.396, -4.744], [1.459, 4.121, -2.974], [3.034, 4.831, -3.349]], "forces_ev_per_a": [[-0.1, 0.2, -0.2], [0.1, 0.0, 0.0], [0.0, -0.1, 0.0], [0.0, 0.0, 0.2], [0.0, 0.0, 0.7], [-0.9, -0.5, -0.4], [0.2, -0.1, 0.4], [0.0, -0.1, 0.2], [0.3, -0.1, 0.0], [0.0, 0.5, -0.5], [-0.1, 0.0, 0.0], [0.7, -0.6, -0.1], [-0.4, 0.0, 0.2], [-0.2, 0.6, -0.1], [-0.2, 0.2, -0.1], [-0.2, 0.7, -0.5], [0.1, 0.0, -0.1], [0.1, -0.2, 0.0], [0.1, -0.1, -0.1], [0.1, -0.1, 0.0], [0.0, -0.4, 0.2], [-0.2, 0.0, 0.0], [0.1, -0.1, 0.0], [0.1, 0.1, 0.0], [-0.3, 0.0, 0.0], [0.1, 0.1, -0.2], [0.5, 0.0, -0.2], [-0.2, -0.2, 0.1], [0.0, 0.0, 0.0], [0.0, -0.1, 0.0], [0.0, 0.0, 0.0], [-0.1, -0.1, 0.0], [0.0, -0.1, 0.0], [0.1, 0.0, 0.0], [0.0, 0.1, 0.0], [-0.3, 0.1, 0.6], [0.3, -0.2, -0.1], [-0.1, 0.0, 0.2], [0.0, 0.1, -0.4], [0.2, 0.2, -0.1], [-0.2, -0.1, 0.4], [0.1, -0.4, 0.1], [-0.1, 0.0, 0.0], [0.0, -0.1, -0.1], [-0.2, 0.0, -0.3], [-0.1, -0.1, 0.1], [0.0, 0.4, 0.0], [0.1, 0.0, -0.1], [0.3, -0.1, 0.3], [-0.1, -0.1, 0.0], [0.1, 0.0, 0.0], [-0.1, 0.0, 0.1], [0.0, 0.0, -0.1], [-0.1, 0.0, 0.1], [0.0, 0.0, 0.0], [-0.1, 0.1, 0.0], [0.1, 0.0, -0.6], [0.1, -0.2, 0.2], [0.0, 0.1, 0.0], [0.0, 0.1, -0.1], [0.1, 0.1, -0.1], [0.3, 0.1, 0.0], [-0.1, -0.1, 0.0], [0.1, 0.2, 0.1], [-0.1, 0.0, -0.1]], "homo_lumo_gap_ev": 8.68, "fmax_ev_per_a": 1.12, "spin_multiplicity": 1, "e_lumo_ev": 0.4, "de_lowest_kj_mol": 16.1, "total_energy_ev": -63243.05171, "smiles": "CCN(CC)S(=O)(=O)c1ccc2c(c1)nc(SCC(=O)N1CCOCC1)n2-c1ccccc1OC"}

{"formula": "C6H10", "method": "ωB97M-V/def2-TZVPD", "species": ["C", "C", "C", "C", "C", "C", "H", "H", "H", "H", "H", "H", "H", "H", "H", "H"], "coordinates": [[-0.020, 1.003, -0.229], [-1.539, 0.707, 0.326], [1.218, 1.660, 0.004], [1.101, 0.191, -0.541], [-2.262, -0.523, -0.126], [1.362, -1.198, 0.157], [-1.938, 1.486, 1.004], [1.814, 2.238, -0.627], [1.615, 1.705, 1.002], [1.530, 0.128, -1.458], [-1.652, -1.426, 0.200], [-2.460, -0.603, -1.137], [-3.143, -0.557, 0.353], [1.489, -1.116, 1.256], [2.361, -1.811, -0.084], [0.523, -1.882, -0.101]], "forces_ev_per_a": [[-9.2, -1.7, 2.3], [7.6, 2.4, -2.6], [1.2, -1.6, 2.1], [0.6, -2.0, 2.0], [4.2, -0.5, 1.5], [1.4, -0.6, 0.5], [0.1, -0.6, -0.7], [0.1, 1.2, -1.4], [-0.2, 0.3, 0.6], [0.7, 0.2, -3.1], [-0.8, 0.8, -0.5], [-0.1, 0.1, -2.2], [-3.3, -0.3, 1.8], [-0.7, 0.1, -0.5], [-2.0, 1.8, -0.3], [0.5, 0.4, 0.4]], "homo_lumo_gap_ev": [8.60, 8.60], "fmax_ev_per_a": 9.63, "spin_multiplicity": 1, "e_lumo_ev": [0.8, 0.8], "de_lowest_kj_mol": 447.4, "total_energy_ev": -6379.22206, "smiles": "C/C=C1/C[C@H]1C"}

{"formula": "C6H14Cl2GaO3P", "method": "ωB97M-V/def2-TZVPD", "species": ["C", "C", "H", "H", "H", "O", "Cl", "Ga", "P", "C", "C", "H", "H", "H", "C", "H", "H", "H", "H", "H", "H", "C", "O", "Cl", "O", "H", "H"], "coordinates": [[0.595, -3.536, -0.056], [0.275, -2.373, 0.819], [-0.223, -4.245, -0.361], [1.323, -4.098, 0.534], [1.107, -3.251, -0.984], [-0.807, -1.924, 0.962], [1.677, -1.490, 1.411], [-0.845, 2.338, 2.063], [0.016, 0.840, -0.750], [-1.547, 1.405, -1.554], [1.165, 2.219, -1.127], [1.565, -0.808, -1.754], [0.676, 0.076, -3.009], [-0.145, -1.220, -2.120], [0.577, -0.387, -2.024], [2.101, 2.004, -0.610], [1.341, 2.323, -2.200], [-1.397, 1.578, -2.622], [-1.900, 2.318, -1.052], [0.766, 3.146, -0.721], [-2.298, 0.600, -1.426], [-2.336, 1.017, 1.776], [-3.377, 0.498, 1.705], [1.144, 3.037, 2.697], [-0.179, 0.132, 3.362], [0.257, 0.275, 4.219], [0.469, -0.473, 2.821]], "forces_ev_per_a": [[0.6, -1.6, 0.1], [-1.1, -0.6, -2.2], [0.4, 1.2, 0.8], [0.1, -0.4, -0.3], [0.0, 0.3, 0.4], [-0.8, 0.7, 0.8], [0.8, 0.1, 0.4], [4.0, -2.2, -0.1], [-0.4, 1.7, -1.3], [-0.1, -0.6, 0.5], [0.0, -0.4, 0.5], [-0.5, 0.2, -0.1], [-0.2, 0.4, 0.3], [0.3, 0.4, 0.2], [0.2, -1.3, 0.9], [0.1, 0.2, -0.1], [0.0, 0.0, 0.1], [-0.1, 0.1, 0.1], [0.0, -0.1, -0.3], [0.0, 0.2, 0.0], [0.2, 0.5, -0.1], [-6.6, -2.2, 0.5], [5.9, 2.3, 0.0], [-2.2, 0.0, -0.5], [0.9, -0.3, -1.4], [-0.2, -0.1, -0.2], [-1.4, 1.4, 1.1]], "homo_lumo_gap_ev": [4.72, 4.93], "fmax_ev_per_a": 7.01, "total_charge": 2, "spin_multiplicity": 1, "e_lumo_ev": [-11.8, -11.7], "total_energy_ev": -99281.94013}

{"formula": "C8H15N2", "method": "ωB97M-V/def2-TZVPD", "species": ["C", "C", "C", "C", "C", "C", "C", "C", "N", "N", "H", "H", "H", "H", "H", "H", "H", "H", "H", "H", "H", "H", "H", "H", "H"], "coordinates": [[-1.091, -1.180, -0.284], [0.114, -1.173, 0.500], [-2.170, -1.816, 0.176], [0.728, -1.983, 1.318], [-1.053, -0.479, -1.615], [-0.726, 1.013, -1.521], [0.690, 1.286, -1.003], [0.988, 0.714, 0.358], [2.311, 0.664, 0.824], [0.163, 1.416, 1.448], [-3.082, -1.858, -0.397], [-2.160, -2.338, 1.118], [1.613, -1.727, 1.871], [0.366, -2.992, 1.446], [-0.302, -0.965, -2.243], [-2.020, -0.603, -2.108], [-0.795, 1.436, -2.523], [-1.471, 1.519, -0.902], [1.409, 0.843, -1.695], [0.866, 2.370, -0.998], [2.902, 1.395, 0.442], [2.767, -0.226, 0.687], [-0.830, 1.199, 1.313], [0.301, 2.438, 1.438], [0.484, 1.048, 2.351]], "forces_ev_per_a": [[-0.5, -0.2, -0.2], [2.1, 4.0, -0.2], [0.1, 0.1, 0.0], [0.1, -0.5, 0.1], [-0.1, 0.1, 0.0], [0.2, -0.2, 0.0], [-0.2, 0.0, 0.0], [-1.7, -3.6, 0.3], [0.2, 0.2, 0.0], [0.0, 0.1, -0.2], [-0.1, 0.0, -0.2], [0.0, 0.0, 0.2], [0.2, 0.2, 0.1], [-0.1, -0.2, 0.0], [0.0, 0.0, -0.1], [0.1, 0.0, 0.0], [-0.1, 0.1, 0.1], [-0.1, 0.1, 0.0], [0.0, 0.0, 0.1], [0.1, 0.0, 0.0], [0.0, 0.0, 0.0], [-0.1, -0.1, 0.0], [0.1, 0.1, 0.2], [-0.1, -0.3, 0.0], [-0.1, 0.1, -0.2]], "homo_lumo_gap_ev": 9.75, "fmax_ev_per_a": 4.54, "total_charge": 1, "spin_multiplicity": 1, "e_lumo_ev": -3.1, "de_lowest_kj_mol": 186.8, "total_energy_ev": -11511.04691}